Here is a 4-piece molecular cluster, C34H43BrN3O8P overall from OMol25. Energies are from wB97M-V/def2-TZVPD.

Computed properties:
- HOMO level (eV) = -8.22
- LUMO (hartree) = -0.0235
- SMILES = COCCCC[PH2](Br)COc1cc(C)ccc1C(C)C.O=[N+]([O-])c1ccccc1.O=[N+]([O-])c1ccccc1.O=[N+]([O-])c1ccccc1
- multiplicity = 1

Geometry (Å):
H  1.02838  5.70144  -0.32873
O  -1.70782  3.35862  -2.04915
H  5.40269  3.37552  1.10582
C  6.88878  -3.05022  1.35241
H  -8.01125  -0.42967  2.04399
C  5.43663  -1.12610  -0.04733
H  0.64997  5.22319  -2.50607
H  -4.85605  6.62142  -0.43277
H  -4.64065  5.94588  -2.67860
C  1.74092  4.94328  -0.65275
O  7.84179  -5.14267  -0.07025
C  7.34372  -10.00160  2.40004
H  1.47704  4.03407  -0.11366
C  -3.35627  0.62909  -0.21002
C  5.72432  -8.07978  1.20415
H  -4.76300  5.41905  0.84286
H  -4.25343  4.28461  -3.06805
H  -5.35602  3.23460  0.54334
C  -3.64172  3.38923  -0.72563
N  5.41235  -10.87457  3.64681
C  -2.59239  2.65012  -1.28423
C  -4.40363  1.35130  0.34324
C  1.79690  3.41947  -2.79228
C  3.13416  5.37215  -0.16889
H  5.19668  -0.16161  1.84870
H  -5.11403  0.84571  0.98036
C  -3.18135  -0.83415  0.08715
H  -1.37342  1.76614  -3.32820
H  -12.47058  0.43433  0.08980
C  -11.19506  -1.00934  1.03642
C  1.60162  4.80660  -2.17471
C  -10.55156  1.25555  0.55060
H  4.11770  -8.95029  2.34296
N  7.24203  -4.31082  -0.72602
H  -9.71010  -2.23371  1.98702
H  3.04436  6.30171  0.39764
C  -11.49680  0.24329  0.51857
C  5.16886  -8.97897  2.09992
C  5.62406  -1.00560  1.32334
H  -2.81500  5.33352  -0.69107
H  -10.76809  2.23570  0.15412
C  7.88475  -9.09654  1.50105
H  2.84005  3.11680  -2.73422
H  0.75457  0.86462  -2.61652
H  6.49490  -1.86599  3.08763
H  1.53424  3.45494  -3.84916
H  -11.93831  -1.79491  1.01322
C  6.34987  -1.96300  2.02062
H  5.83531  -2.31901  -1.79272
C  -0.85039  2.63340  -2.91621
P  0.76971  2.12700  -2.02902
C  -9.31491  0.98472  1.10459
C  5.97132  -2.20781  -0.72779
H  -2.77795  -0.95833  1.09423
H  -5.84872  5.17543  -0.53087
O  -7.22051  1.79412  1.61943
O  4.22057  -10.79942  3.86478
H  0.13031  2.30079  -0.80290
H  -2.46435  -1.29623  -0.58842
H  8.93956  -9.14031  1.26770
O  6.15993  -11.67669  4.16725
C  -4.52892  2.71057  0.08694
N  -8.30918  2.05979  1.15101
C  -4.86789  5.55015  -0.23376
O  3.71920  4.41586  0.69498
C  -8.98892  -0.25481  1.62159
H  5.64567  4.72359  -0.01629
H  3.79287  5.56467  -1.02008
H  -0.64490  3.30090  -3.75375
H  -2.96332  5.50100  -2.96115
C  -3.89904  5.16065  -2.52839
C  7.07950  -8.13447  0.90430
H  7.95561  -10.75400  2.87367
H  7.50566  -7.42667  0.20897
C  4.96475  3.91703  0.27136
H  7.45334  -3.80546  1.87754
C  5.99314  -9.92287  2.68305
O  7.06858  -4.37922  -1.92379
H  -4.12896  -1.36544  0.04307
C  6.68548  -3.15071  -0.01162
C  -2.45606  1.28956  -1.03437
H  -1.65346  0.71163  -1.47309
C  -9.94378  -1.25782  1.58499
H  4.86781  -0.37625  -0.57932
Br  2.61884  1.24974  -0.71412
H  5.09700  -7.33130  0.73936
H  2.36846  5.44100  -2.62483
H  4.85791  3.22494  -0.57006
C  -3.75158  4.87064  -1.01480
O  -8.62246  3.14731  0.71509

Forces on atoms 1 to 3 (eV/Å):
H -0.1 0.0 0.0
O 0.1 0.1 -0.1
H 0.0 0.0 0.1